Formula: C53H49KN11O4Se
Source: OMol25
Level of theory: ωB97M-V/def2-TZVPD

Element x y z (Å)
1 C 4.500 -4.765 -3.204
2 C -3.211 0.648 2.967
3 K 0.215 -1.334 -0.852
4 C -0.614 1.581 -2.441
5 H 2.209 -6.149 -2.934
6 C -4.315 1.829 -5.700
7 H 3.585 3.581 7.942
8 C 4.331 -0.813 -1.670
9 C 3.371 -4.419 -2.383
10 N 3.260 -0.173 -1.711
11 N 1.479 0.204 1.208
12 N 0.607 1.838 -2.246
13 N -1.870 -3.523 -4.178
14 H 1.564 0.630 -3.665
15 H -1.671 -5.871 -2.994
16 C -2.230 -2.412 -4.816
17 C 3.621 0.616 9.657
18 C 1.114 1.325 1.843
19 O -1.376 6.196 2.296
20 H -3.492 5.861 4.070
21 H -3.198 0.730 4.020
22 H 6.532 -5.404 -4.736
23 C 2.337 -0.665 3.271
24 C -1.278 1.010 -3.627
25 H 2.053 -1.207 6.204
26 C -5.462 1.026 -1.232
27 C 3.302 1.238 -1.448
28 C -2.940 -0.258 -5.469
29 H 3.080 3.009 -2.501
30 H 7.653 -4.360 -3.784
31 C -0.551 -4.740 1.595
32 N -6.304 2.530 0.372
33 H 0.998 2.448 3.688
34 C 2.233 -5.274 -2.311
35 C -5.276 1.610 0.033
36 C 1.319 1.524 3.190
37 O -0.021 -1.040 -3.489
38 H -0.023 -6.755 -1.525
39 C -2.179 -0.025 2.284
40 N 2.397 -0.273 6.299
41 H -5.018 1.809 2.767
42 C 2.978 1.663 7.183
43 H -1.264 1.814 -1.577
44 H 0.637 2.102 1.276
45 O -2.353 -0.753 -1.651
46 H -1.879 5.055 0.180
47 C -4.213 1.290 2.253
48 C 2.288 0.770 5.365
49 H -1.344 -0.464 2.844
50 C 3.130 -0.259 8.714
51 O 2.466 -2.794 -0.925
52 H -1.967 7.731 3.613
53 H 4.491 -5.761 -3.640
54 N 2.612 1.909 5.868
55 H 4.104 2.679 10.199
56 C -3.239 0.309 0.279
57 C 1.951 0.532 3.939
58 H 3.066 -1.342 8.872
59 H 6.244 -1.904 -3.023
60 C 2.075 -0.762 1.926
61 C -1.133 -3.759 -2.922
62 H -6.403 1.266 -1.718
63 H -4.005 2.807 -6.052
64 C -3.290 -0.115 -1.124
65 H 2.762 -1.501 3.796
66 H -0.632 -5.329 -0.751
67 H 5.281 -0.363 -1.351
68 H 1.331 -4.331 -0.784
69 H 3.713 1.708 -3.535
70 C -2.699 4.922 0.882
71 C 1.596 1.664 -3.291
72 H -1.252 6.296 4.392
73 C 4.397 -2.221 -2.134
74 N -2.206 -0.203 0.965
75 N 0.443 -4.304 1.176
76 C -2.334 1.635 -4.187
77 C -1.208 6.939 3.490
78 H -3.539 -0.787 -6.206
79 C -3.584 5.409 3.104
80 C -4.229 1.140 0.860
81 C -1.976 -1.053 -4.747
82 C -3.160 1.040 -5.206
83 H -0.163 -5.448 -3.776
84 C -4.503 0.203 -1.796
85 C -3.808 4.185 0.578
86 H -5.528 4.610 3.518
87 H -0.238 -3.180 -2.938
88 C -0.772 -5.258 -2.911
89 H -4.821 1.315 -6.533
90 H -5.052 2.022 -4.887
91 H 6.847 -3.693 -5.174
92 H -4.645 -0.245 -2.789
93 H -0.220 7.408 3.431
94 H 2.527 1.482 -0.732
95 C -4.870 4.054 1.489
96 H 2.306 -1.660 1.366
97 H 1.291 2.281 -4.141
98 C -0.088 -5.687 -1.624
99 C -1.004 -0.402 -3.919
100 C 5.463 -2.619 -2.888
101 C 3.744 2.008 9.418
102 C 2.967 1.954 -2.774
103 C -2.561 5.538 2.158
104 H -2.540 2.680 -3.892
105 C 3.472 2.522 8.153
106 C 3.332 -3.127 -1.766
107 H 3.872 0.190 10.617
108 Se -2.066 -5.444 2.152
109 C 6.701 -4.380 -4.342
110 H -3.908 3.726 -0.425
111 C 2.815 0.298 7.481
112 C 5.527 -3.935 -3.460
113 N -6.150 3.528 1.129
114 H -2.389 -4.323 -4.447
115 H -2.969 -2.643 -5.581
116 N 1.240 -5.089 -1.495
117 C -4.750 4.666 2.755
118 H 4.277 1.504 -1.039
119 H -1.724 -3.506 -2.052

Energy relative to the best compared isomer or geometry (same formula, charge and spin) = 0.0 kJ/mol
Net charge = -1
HOMO energy = -4.155 eV
Orbital gap = 5.98 eV
Multiplicity = 1
Electronic energy = -162010.04725 eV